Record 1
Here is one molecule with the formula C5H11NOS from OMol25. Energies are from ωB97M-V with the def2-TZVPD basis set.

The calculation puts the LUMO energy at 0.73 eV. The SMILES is O=CNCCCCS. As for the orbital gap: 9.947 eV.

Geometry as ORCA input:
```
! wB97M-V def2-TZVPD RIJCOSX def2/J DEFGRID3
* xyz 0 1
O 2.89542 0.80798 -2.43646
C 2.25944 1.73278 -2.03734
N 1.26298 1.75524 -1.11097
C 0.99995 0.56981 -0.29269
C -0.55924 0.22104 -0.48773
C -0.85995 -1.02664 0.29857
C -1.67769 -0.94865 1.62692
S -1.87615 -2.44295 2.77208
H 2.41658 2.73275 -2.38867
H 0.76421 2.55450 -0.82677
H 1.65853 -0.30063 -0.50740
H 1.09867 0.69722 0.79036
H -1.00294 0.09444 -1.36105
H -1.08338 1.07057 -0.02130
H -1.34664 -1.75715 -0.41513
H 0.19697 -1.52959 0.59496
H -1.22605 -0.20805 2.23456
H -2.68305 -0.68337 1.35620
H -1.23767 -3.33931 2.21186
*
```



Record 2
Here is a 2-piece molecular cluster, C2H2N3O3 overall from OMol25. Energies are from ωB97M-V with the def2-TZVPD basis set.

The calculation puts the LUMO energy (alpha / beta) at 3.33 / 3.33 eV. As for the orbital gap (alpha / beta): 7.788 / 7.789 eV.

Geometry as ORCA input:
```
! wB97M-V def2-TZVPD RIJCOSX def2/J DEFGRID3
* xyz -1 1
C -1.05977 -2.89145 -0.49526
C 1.58188 -0.99728 1.38662
N -1.23212 -2.44633 0.58159
N 0.21164 -0.02138 -0.30725
N 0.71542 -1.10166 -0.01498
O 1.14699 -0.13470 2.13227
O -0.73183 -3.35441 -1.54812
O 2.59277 -1.56090 1.31066
H -0.04121 0.62585 0.42796
H -0.03551 0.23545 -1.33477
*
```



Across the entries above, max |F| takes the values 6.255; 4.727 eV/A, respectively.
Across the entries above, ΔE to the lowest compared entry with this formula, charge and spin takes the values 49.9; 12.5 kcal/mol, respectively.